Molecular formula: C4H7CaO
Method: DFT, the ωB97M-V functional and the def2-TZVPD basis

Atoms and positions in Å:
H1 1.53 0.60 -1.73
C1 1.09 1.87 0.04
C2 1.26 0.52 -0.67
C3 2.40 0.75 0.27
O1 2.57 0.07 1.38
Ca1 1.69 -1.21 2.74
H2 0.75 2.65 -0.64
H3 0.44 1.82 0.93
H4 0.58 -0.27 -0.37
H5 3.83 1.19 -0.25
C4 3.11 2.32 -0.17
H6 3.01 2.75 -1.17
H7 3.40 2.82 0.78

## Properties
HOMO-LUMO gap (spin up / spin down) (eV): 5.14 / 4.58
HOMO level (spin up / spin down) (eV): -5.16 / -5.15
2S+1: 2
Energy above the lowest of the compared OMol25 structures with the same formula, charge and spin (kJ/mol): 347.67
Charge: 0

Atomic partial charges in e from the Mulliken method, atoms 1 to 6: 0.196, -0.771, -0.409, 0.512, -0.757, 0.523

Molecular formula: C4H7Cl2N
Method: DFT, the ωB97M-V functional and the def2-TZVPD basis

Atoms and positions in Å:
C1 -0.18 -0.31 0.74
C2 -0.84 -0.39 -0.63
C3 0.54 -0.46 -1.32
C4 1.06 0.30 -0.05
H1 -0.60 1.67 1.40
H2 -1.67 0.20 1.95
H3 0.13 -1.35 1.05
H4 -1.32 0.55 -0.98
H5 -1.51 -1.14 -0.73
H6 0.84 -0.09 -2.25
H7 0.68 -1.59 -1.32
N1 -0.54 0.57 1.88
Cl1 0.79 2.11 -0.29
Cl2 2.62 -0.07 0.55

## Properties
SMILES: N[C@H]1CCC1(Cl)Cl
HOMO-LUMO gap (eV): 10.62
HOMO level (eV): -9.90
Energy above the lowest of the compared OMol25 structures with the same formula, charge and spin (kJ/mol): 180.49
Charge: 0

Atomic partial charges in e from the Mulliken method, atoms 1 to 6: -0.523, -0.746, -0.695, 0.598, 0.364, 0.315

Question: Look up the charge of the second one.
Answer: 0